No. 1
DFT (ωB97M-V/def2-TZVPD) results for C36H48AlO2SeTe2 as an isolated structure at a distorted geometry.

As for the energy above the lowest of the compared OMol25 structures with the same formula, charge and spin: 0.6084 eV. As for the strongest force on any atom: 1.2 eV/Å. The value obtained for the total energy is -4731.19545 Eh. As for the net charge: -1. The value obtained for the orbital gap is 6.12 eV.

XYZ file:
```
90
Properties=species:S:1:pos:R:3:forces:R:3:mulliken_charge:R:1
H -2.252729 -4.464146 -2.837114 -0.2 0.0 0.0 0.391
H 2.617971 0.701054 -5.959014 0.1 0.1 -0.1 0.482
H -1.262529 -5.916946 -2.948414 0.0 -0.1 0.0 0.462
H 0.418571 -4.739346 1.718786 0.1 0.0 -0.1 0.364
C 2.049571 0.325554 -3.904514 0.2 0.1 -0.1 2.231
C -0.515029 -2.390646 2.743586 0.1 0.0 0.1 -0.152
H -2.925629 -3.637246 3.012886 -0.1 0.0 -0.1 0.313
Te -0.973229 4.544054 -0.858614 -1.1 0.6 0.1 0.129
C 0.465371 -1.558246 3.255486 -0.2 -0.1 -0.1 -0.451
C -0.168129 -4.098846 -3.320014 0.0 -0.1 -0.1 2.031
H 1.489271 -2.207746 -4.199214 0.1 0.0 -0.1 0.260
Te 1.955271 4.269154 -0.306414 0.4 -0.4 0.1 -0.633
C -0.140029 -2.631446 -2.914914 0.0 0.0 -0.1 -0.401
H -2.346829 -3.163546 4.608086 -0.1 0.1 0.1 0.384
C -4.057329 7.282954 -0.161314 0.0 -0.2 -0.1 -0.813
C -2.849029 8.748354 1.305186 0.0 0.1 0.0 -0.527
C 1.876571 0.116754 -5.418814 0.0 0.0 0.2 -1.839
C -0.771229 -3.796446 3.265486 -0.1 -0.1 0.1 2.265
C -0.411229 -4.201446 -4.833914 0.0 0.0 0.2 -1.738
H 0.887971 0.447154 -5.728514 -0.1 0.0 -0.1 0.388
C 3.167671 -0.258046 3.234986 -0.2 0.1 0.1 -1.650
H -1.124429 -4.874246 -1.534414 -0.1 0.0 0.2 0.210
H -4.598429 9.317054 0.202286 0.0 0.0 0.0 0.365
C -0.592129 -4.799446 2.117786 0.0 0.1 0.2 -1.704
H -1.289629 -4.594546 1.310086 -0.1 0.0 -0.1 0.324
O 0.171071 1.380054 1.131586 0.2 0.4 0.6 -0.221
C -1.018929 -2.064846 -2.008014 0.1 0.0 0.0 -0.310
C 0.810071 -1.785646 -3.475014 -0.2 0.0 0.1 -0.313
C -1.286829 -1.882146 1.709186 0.0 0.1 0.0 -0.474
H 1.359171 -4.656046 -1.890114 0.0 0.0 0.1 0.307
C -3.189029 6.237954 0.139386 0.0 0.6 0.2 1.020
C -3.244629 4.924454 -0.486214 0.1 -0.7 -0.2 -1.519
H 1.995571 -0.923246 -5.708714 0.0 -0.1 -0.1 0.316
H -1.352229 -3.717146 -5.090414 -0.1 0.0 -0.1 0.348
O 0.238571 1.321854 -1.685014 0.3 0.2 -0.7 -0.406
C 1.178471 -4.746546 -2.960014 -0.2 0.1 -0.1 -1.628
H 1.089171 2.275354 -3.887914 -0.1 0.1 0.0 0.390
H 2.347471 1.979054 1.995986 0.0 0.2 0.0 -0.017
H -1.554129 4.574654 1.787486 0.1 -0.1 -0.1 0.297
H -2.720129 9.723454 1.754986 0.0 0.0 0.0 0.375
C 0.181071 -4.182946 4.401886 -0.2 0.1 -0.2 -2.213
H 1.131071 2.507854 3.157786 0.0 0.1 -0.1 0.402
H 0.584371 1.002154 5.172386 -0.1 0.1 0.1 0.382
H 3.369071 -0.284046 2.166386 0.1 0.0 -0.1 0.314
C -1.944929 7.730154 1.572586 0.0 0.2 0.2 -0.762
H -0.764829 -5.815446 2.470586 0.0 -0.1 0.0 0.468
C -0.037229 0.214354 1.712486 -0.1 -0.4 -0.2 0.772
C 1.848871 0.486354 3.495386 0.2 0.1 0.1 2.353
H 0.383971 -3.718346 -5.396714 0.1 0.1 -0.1 0.327
H 3.494271 -1.295046 -3.667614 0.0 -0.1 0.0 0.315
H -3.501629 4.132954 0.221486 0.0 0.0 0.0 0.309
H -0.194729 5.688354 1.576886 0.1 -0.1 -0.3 0.446
C 3.405971 -0.232646 -3.451314 -0.1 0.1 -0.1 -1.644
H 4.212871 0.291654 -3.958214 0.2 0.1 -0.1 0.469
H 2.312171 1.118154 5.512886 0.1 0.1 0.1 0.482
H 1.076171 -1.923746 4.064786 0.1 0.0 0.1 0.258
C -0.885229 -0.736846 -1.650614 -0.4 0.3 0.3 -0.276
H -1.806929 -2.634746 -1.544114 -0.1 -0.1 0.0 0.393
H 3.139271 -1.282446 3.599486 0.0 -0.1 0.1 0.317
C -1.275229 -4.881846 -2.610514 0.2 0.2 -0.1 -1.954
C -1.147029 5.370654 1.158786 0.1 -0.1 0.2 -1.159
H 2.001971 -4.267546 -3.484914 0.1 0.0 0.0 0.320
H -1.093929 7.924054 2.214186 0.0 0.0 0.0 0.374
C -2.108729 6.478954 1.007186 -0.4 0.2 -0.2 0.949
H 2.806271 2.297254 -4.302714 0.1 0.0 -0.1 0.468
H -2.428329 -4.873046 4.168886 0.0 -0.1 0.0 0.457
H -3.931429 4.887454 -1.334914 0.2 -0.1 0.0 0.385
H -0.460329 -5.245846 -5.142614 0.0 -0.1 0.0 0.469
H -0.048229 -5.189946 4.747986 0.0 -0.1 0.0 0.451
H 3.986871 0.259454 3.729086 0.2 0.1 0.1 0.462
C 2.056871 1.835154 -3.661814 0.0 -0.2 0.2 -1.681
H -2.081029 -2.462346 1.263286 -0.1 -0.1 0.0 0.335
Se -2.089729 -0.018746 -0.311114 0.2 -0.3 0.1 0.163
C -1.047929 -0.621346 1.208586 -0.4 0.1 -0.4 -0.356
H 2.309071 2.069654 -2.631814 0.0 0.1 0.0 -0.011
Al 0.320271 2.328754 -0.287914 0.6 -0.2 -0.1 -0.061
C 0.952271 -0.439246 -3.165114 0.0 0.2 -0.1 -0.292
C 2.043471 1.931154 3.037786 0.0 -0.2 -0.1 -1.770
H 3.521471 -0.093046 -2.379114 0.1 0.0 0.1 0.291
H 0.070871 -3.503946 5.245386 0.1 0.0 0.1 0.426
H 1.529271 -0.458546 5.451786 0.0 -0.1 0.1 0.305
C 0.111971 0.101654 -2.172814 -0.2 -0.3 0.5 1.067
C 1.550371 0.531454 5.003986 0.1 -0.1 -0.2 -1.791
H -4.856829 7.117454 -0.874214 0.0 0.0 0.0 0.358
H 2.829071 2.390554 3.635486 0.1 0.0 0.1 0.470
C -2.209629 -3.873646 3.795086 0.2 0.0 0.0 -1.783
C -3.899029 8.521054 0.429686 -0.1 0.3 0.0 -0.503
H 1.172971 -5.803646 -3.225414 0.0 -0.1 0.0 0.479
C 0.721571 -0.271146 2.792686 0.1 0.3 -0.1 -0.216
H 1.214771 -4.167546 4.062086 0.1 0.0 0.0 0.380
```
Forces are in eV/Å.

***

No. 2
DFT (ωB97M-V/def2-TZVPD) results for C36H48BrCoFN6O8SSi as an isolated structure.

The expectation value of S² is 0.759. As for the energy above the lowest of the compared OMol25 structures with the same formula, charge and spin: 0.2375 eV. As for the strongest force on any atom: 0.1 eV/Å. The value obtained for the total energy is -7075.63217 Eh. The multiplicity is 2. As for the net charge: -2. The value obtained for the orbital gap (spin up / spin down) is 6.32 / 6.36 eV.

XYZ file:
```
103
Properties=species:S:1:pos:R:3:forces:R:3:lowdin_spin:R:1
H -2.057264 -3.813870 -2.585905 0.0 0.0 0.0 0.000
H 0.598104 -2.825176 -1.880974 0.0 0.0 0.0 0.000
C 2.058260 0.334558 0.255183 0.0 0.1 0.0 -0.018
H 2.284899 1.407601 4.156332 0.0 0.0 0.0 0.000
O -0.001125 2.682875 0.366693 0.0 0.0 0.0 0.022
C -2.924356 1.114087 0.075876 0.0 0.0 0.0 -0.002
C -0.369566 -4.778491 -1.657132 0.0 0.0 0.0 0.000
H -5.835769 -0.510382 0.738727 0.0 0.0 0.0 0.000
H -2.009512 -0.372124 -8.689326 0.0 0.0 0.0 0.000
C 0.528978 -3.778021 -2.404441 0.0 0.0 0.0 0.000
Br 0.828719 -3.131360 0.947748 0.0 0.0 0.1 0.008
O 0.050762 7.381841 0.749714 0.0 0.0 0.0 0.000
H -4.196294 -2.250913 1.421353 0.0 0.0 0.0 0.000
C -1.953104 0.168422 0.439075 0.0 -0.1 0.0 -0.011
H 3.057097 -4.628397 -0.948552 0.0 0.0 0.0 0.000
H 2.471729 1.972395 1.610011 0.0 0.0 0.0 0.000
H 2.998298 -4.950119 1.577114 0.0 0.0 0.0 0.000
H 1.104321 -8.105778 0.749870 0.0 0.0 0.0 0.000
S 2.635827 0.544456 -8.845851 0.0 0.0 0.0 0.000
H -1.644183 -3.983061 2.233007 0.0 0.0 0.0 0.000
H 0.720884 0.851526 4.467297 0.0 0.0 0.0 0.000
H 1.089762 -7.870945 -0.999659 0.0 0.0 0.0 0.000
H -1.438660 3.651907 -0.984502 0.0 0.0 0.0 0.000
F -1.736018 4.536122 -3.428791 0.0 0.0 0.0 0.000
C 1.651096 -7.667522 -0.085707 0.0 0.0 0.0 0.000
H -2.481407 -7.480394 1.368861 0.0 0.0 0.0 0.000
C -0.892064 6.613649 -2.621203 0.0 0.0 0.0 0.000
N -0.086525 0.446962 -1.718813 0.0 0.0 0.0 -0.004
C -3.849176 -1.295339 1.036271 0.0 0.0 0.0 0.000
H 1.390739 1.848813 -4.397315 0.0 0.0 0.0 0.000
C -0.023843 3.406708 1.393989 0.0 0.1 -0.1 0.003
H 3.399013 0.540305 2.056277 0.0 0.0 0.0 -0.001
C -0.103450 0.314894 -4.509648 0.0 0.0 0.0 -0.002
O 2.839246 -0.762408 -9.450880 0.0 0.0 0.0 0.000
C 2.441245 0.878219 1.632732 0.0 0.0 0.0 -0.003
H -1.094501 -6.825515 -2.032781 0.0 0.0 0.0 0.000
C -4.770021 -0.325368 0.659933 0.0 0.0 0.0 0.000
C -1.143327 -0.152068 -8.070736 0.0 0.0 0.0 0.000
H -1.800574 4.590070 1.555259 0.0 0.0 0.0 0.000
H 2.465934 -5.923137 -1.998887 0.0 0.0 0.0 0.000
H 2.537295 0.943102 -0.519487 0.1 0.0 0.1 -0.001
O 0.261712 0.117214 2.223647 0.0 0.0 0.0 -0.002
C -1.761037 -4.129808 -1.579406 0.0 0.0 0.0 0.000
H -2.597718 2.075089 -0.309763 0.0 0.0 0.0 0.000
O 3.604596 0.901921 -7.831412 0.0 0.0 0.0 0.000
H -0.940122 -5.807901 -3.465006 0.0 0.0 0.0 0.000
H 0.131110 -5.551928 3.097336 0.0 0.0 0.0 0.000
H -1.768574 -3.242760 -0.941072 0.0 0.0 0.0 0.000
H -1.797749 -1.819869 1.250522 0.0 0.0 0.0 0.001
H -0.124939 8.174680 -1.542174 0.0 0.0 0.0 0.000
C 2.711594 -5.990499 1.425044 0.0 0.0 0.0 0.000
N 1.055065 0.432168 -6.618872 0.0 0.0 0.0 0.000
C -1.265480 -0.063637 -6.693890 0.0 0.0 0.0 0.000
H -1.243721 -6.642486 3.283634 0.0 0.0 0.0 0.000
N -0.738227 5.382410 -0.068003 0.0 0.0 0.0 0.000
H -2.852709 -5.269327 2.309333 0.0 0.0 0.0 0.000
N -0.418539 7.213431 -1.457885 0.0 0.0 0.0 0.000
H 0.498703 -6.491589 -2.720560 0.0 0.0 0.0 0.000
Si 0.290711 -5.141097 0.109345 0.0 0.0 0.0 0.001
O 0.426910 3.177645 2.525386 0.0 0.0 0.0 0.001
C -1.053523 -5.863225 1.285591 0.0 0.0 0.0 0.000
O 2.312410 1.605397 -9.784843 0.0 0.0 0.0 0.000
N 0.004256 0.021541 -8.703690 0.0 0.0 0.0 0.000
C 2.857782 -5.699844 -1.007251 0.0 0.0 0.0 0.000
H -1.107062 -7.844620 0.323548 0.0 0.0 0.0 0.000
Co 0.036063 0.391973 0.252851 -0.1 0.0 0.0 1.002
H -0.324312 5.477395 1.951126 0.0 0.0 0.0 0.000
H 0.215951 -7.209665 2.477230 0.0 0.0 0.0 0.000
C -0.897014 -0.394924 -2.365271 -0.1 0.0 0.0 0.001
H 1.539660 -4.143407 -2.568671 0.0 0.0 0.0 0.000
C -1.785959 -7.049681 0.639093 0.0 0.0 0.0 0.000
C -0.478043 -6.057023 -2.503626 0.0 0.0 0.0 0.000
C -0.435291 -6.345320 2.605834 0.0 0.0 0.0 0.000
H 2.165689 -6.320282 2.306153 0.0 0.0 0.0 0.000
H -4.994598 1.662365 -0.118996 0.0 0.0 0.0 0.000
N 1.573697 0.727273 3.942065 0.0 0.0 0.0 0.000
C 1.923201 -6.168703 0.117502 0.0 0.0 0.0 0.000
H -1.543219 -0.995504 -1.739319 0.0 0.0 0.0 0.001
C -0.340022 6.693801 -0.176060 0.0 0.0 0.0 0.000
H 0.090165 -3.581096 -3.388343 0.0 0.0 0.0 0.000
C 1.063558 0.315146 -7.942804 0.0 0.0 0.0 0.000
C -1.193735 4.687961 -1.164532 0.0 0.0 0.0 0.000
C -0.103942 0.226426 -5.993238 0.0 0.0 0.0 0.000
H -1.594338 -1.215087 -4.204761 0.0 0.0 0.0 0.000
C -4.293651 0.888470 0.180551 0.0 0.0 0.0 0.000
C -0.760184 4.762269 1.265064 0.0 0.0 0.0 0.002
H -2.373923 -6.745169 -0.226768 0.0 0.0 0.0 0.000
C 0.724709 1.206271 -3.838190 0.0 0.0 0.0 0.000
H 2.607220 -8.197973 -0.163130 0.0 0.0 0.0 0.000
O -0.947510 7.224877 -3.668818 0.0 0.0 0.0 0.000
H -2.526864 -4.816797 -1.217412 0.0 0.0 0.0 0.000
C -0.934424 -0.492225 -3.743086 0.0 0.0 0.0 0.001
C -2.095274 -4.800186 1.670157 0.0 0.0 0.0 0.000
H -2.608622 -4.365284 0.815267 0.0 0.0 0.0 0.000
H 3.816414 -6.221918 -0.909950 0.0 0.0 0.0 0.000
H -2.218476 -0.190981 -6.199916 0.0 0.0 0.0 0.000
C 0.692741 1.248797 -2.455621 0.0 0.0 0.0 -0.002
H 3.629458 -6.586631 1.361324 0.0 0.0 0.0 0.000
C 1.347510 0.558912 2.607659 0.0 0.0 0.0 0.001
C -1.281125 5.240322 -2.380823 0.0 0.0 0.0 0.000
C -2.484957 -1.040415 0.927495 0.0 0.0 0.0 0.001
H 1.308294 1.935948 -1.891521 0.0 0.0 0.0 0.000
H 2.451836 -0.683965 0.130193 0.0 0.0 0.0 0.001
```
Forces are in eV/Å.